Model P:
# C6H12O4

2 unconnected molecules or ions with the total composition C6H12O4 (the ωB97M-V functional and the def2-TZVPD basis, the OMol25 dataset).

Output
**Structure (SMILES)**: COC(C)=O.COC(C)=O
**LUMO**: 0.7 eV
**Gap between HOMO and LUMO**: 11.1 eV
**Spin multiplicity**: 1
**Highest occupied orbital energy**: -10.39 eV

XYZ file:
```
22
C6H12O4 | the OMol25 dataset | the ωB97M-V functional and the def2-TZVPD basis
O 0.896 -2.554 1.817
O 1.646 -0.480 1.278
C 1.278 -1.717 1.003
C 1.297 0.078 2.521
C 1.281 -1.983 -0.475
H 0.533 -0.536 3.026
H 0.924 1.114 2.449
H 2.213 0.077 3.136
H 1.716 -1.083 -0.942
H 0.197 -1.996 -0.678
H 1.736 -2.875 -0.938
O -2.159 2.076 -2.181
O -1.272 0.616 -0.536
C -1.201 1.547 -1.545
C -2.500 0.059 -0.177
C 0.197 1.920 -1.859
H -2.350 -0.443 0.793
H -2.792 -0.698 -0.924
H -3.324 0.786 -0.073
H 0.714 1.885 -0.885
H 0.246 2.952 -2.247
H 0.725 1.255 -2.562
```


Model Q:
# C6H12O4

A molecular structure, C6H12O4 (the ωB97M-V functional and the def2-TZVPD basis, the OMol25 dataset).

Output
**LUMO (spin up / spin down)**: -1.5 / -1.5 eV
**Gap between HOMO and LUMO (spin up / spin down)**: 6.7 / 6.7 eV
**Spin multiplicity**: 1
**Highest occupied orbital energy (spin up / spin down)**: -8.17 / -8.17 eV

XYZ file:
```
22
C6H12O4 | the OMol25 dataset | the ωB97M-V functional and the def2-TZVPD basis
C 1.397 1.825 0.845
C 1.746 0.544 0.120
O 1.681 -0.654 0.928
C 0.662 -1.256 0.106
C -0.610 -1.558 0.893
O -0.379 -2.575 1.831
C 0.702 -0.049 -0.780
C -0.884 0.170 -1.946
O 0.566 0.197 -2.030
H 0.397 1.764 1.293
H 2.141 2.008 1.631
H 1.420 2.661 0.134
H 2.725 0.618 -0.381
H 1.028 -2.165 -0.403
H -0.980 -0.637 1.369
H -1.390 -1.900 0.201
H 0.171 -2.234 2.543
H -1.213 -0.862 -2.112
H -1.212 0.848 -2.737
H -1.831 0.620 -1.041
O -2.801 0.957 -0.062
H -3.338 1.680 -0.400
```


Model R:
# C6H12O4

2 unconnected molecules or ions with the total composition C6H12O4 (the ωB97M-V functional and the def2-TZVPD basis, the OMol25 dataset).

Output
**Structure (SMILES)**: CCC(=O)O.CCC(=O)O
**LUMO**: 0.6 eV
**Gap between HOMO and LUMO**: 10.7 eV
**Spin multiplicity**: 1
**Highest occupied orbital energy**: -10.08 eV

XYZ file:
```
22
C6H12O4 | the OMol25 dataset | the ωB97M-V functional and the def2-TZVPD basis
O 1.464 0.309 0.000
O -0.124 -1.364 -0.389
C 1.001 -0.857 0.129
C 3.213 -1.739 1.198
C 1.715 -2.054 0.775
H -0.637 -0.768 -1.000
H 3.307 -0.755 1.688
H 3.781 -1.717 0.253
H 3.657 -2.504 1.858
H 1.650 -2.895 0.058
H 1.042 -2.283 1.624
O -1.729 0.002 -1.857
O -0.713 2.072 -2.107
C -1.632 1.206 -1.628
C -1.924 1.395 0.810
C -2.494 1.865 -0.567
H -0.232 1.657 -2.874
H -2.316 0.408 1.107
H -2.239 2.139 1.560
H -0.822 1.348 0.802
H -3.546 1.574 -0.752
H -2.422 2.963 -0.686
```


Name the most stable of them. model R.


Model P:
# CH3N2O3S

A molecular structure, CH3N2O3S (the ωB97M-V functional and the def2-TZVPD basis, the OMol25 dataset).

Output
**Net charge**: -1
**LUMO**: 3.8 eV
**Gap between HOMO and LUMO**: 7.9 eV
**Spin multiplicity**: 1
**Highest occupied orbital energy**: -4.11 eV

XYZ file:
```
10
CH3N2O3S | the OMol25 dataset | the ωB97M-V functional and the def2-TZVPD basis
C -1.854 -0.280 -0.100
N 0.199 -0.216 -1.176
N -0.558 -0.376 0.010
O -4.802 -0.993 -0.583
O -2.679 -0.312 0.809
O -5.008 1.133 0.595
S -4.189 0.251 -0.270
H -2.260 -0.018 -1.153
H -0.374 -0.127 -2.046
H 0.744 -1.070 -1.128
```


Model Q:
# CH3N2O3S

2 unconnected molecules or ions with the total composition CH3N2O3S (the ωB97M-V functional and the def2-TZVPD basis, the OMol25 dataset).

Output
**Net charge**: -1
**LUMO (spin up / spin down)**: 2.8 / 2.8 eV
**Gap between HOMO and LUMO (spin up / spin down)**: 6.6 / 6.6 eV
**Spin multiplicity**: 1
**Highest occupied orbital energy (spin up / spin down)**: -3.73 / -3.73 eV

XYZ file:
```
10
CH3N2O3S | the OMol25 dataset | the ωB97M-V functional and the def2-TZVPD basis
C -0.229 -1.367 0.749
N 0.795 1.634 0.126
N -0.323 -0.637 -0.628
O 0.137 -2.514 0.585
O -0.499 -0.655 1.689
O -0.007 2.337 -0.637
S -1.607 0.238 -1.104
H 0.330 1.264 0.965
H 1.281 0.884 -0.376
H 0.121 -1.184 -1.369
```


Name the most stable of them. model P.


Model P:
# C18H19N3O4

C18H19N3O4 in the gas phase (the ωB97M-V functional and the def2-TZVPD basis, the OMol25 dataset).

Output
**Structure (SMILES)**: CCOC(=O)c1ncn2c1[C@@H]1CCCN1C(=O)c1cc(OC)ccc1-2
**LUMO**: 0.5 eV
**Gap between HOMO and LUMO**: 9.3 eV
**Spin multiplicity**: 1
**Highest occupied orbital energy**: -8.81 eV

XYZ file:
```
44
C18H19N3O4 | the OMol25 dataset | the ωB97M-V functional and the def2-TZVPD basis
C -4.336 -2.192 1.511
C -4.724 -1.943 0.059
H -5.759 -2.246 -0.115
H -4.061 -2.484 -0.620
O -4.718 -0.553 -0.256
C -3.604 0.162 -0.384
O -3.706 1.361 -0.518
C -2.282 -0.505 -0.399
C -1.053 -0.050 0.046
N -0.146 -1.005 -0.343
C -0.841 -1.968 -1.000
N -2.110 -1.701 -1.046
H -0.384 -2.826 -1.450
C 1.239 -0.994 -0.110
C 1.863 -2.198 0.217
C 3.223 -2.261 0.408
C 4.010 -1.113 0.261
C 3.388 0.085 -0.064
C 2.009 0.163 -0.240
C 1.500 1.520 -0.628
O 2.169 2.254 -1.336
N 0.317 1.896 -0.114
C -0.203 3.241 -0.251
C -0.848 3.481 1.107
H -0.084 3.716 1.851
C -1.490 2.122 1.394
H -2.438 2.064 0.867
C -0.496 1.111 0.806
H 0.158 0.705 1.598
H -1.658 1.946 2.455
H -1.581 4.283 1.086
H -0.954 3.272 -1.048
H 0.614 3.920 -0.497
H 3.948 0.995 -0.209
O 5.339 -1.272 0.453
C 6.184 -0.156 0.281
H 7.193 -0.523 0.459
H 6.115 0.245 -0.734
H 5.953 0.634 1.002
H 3.706 -3.189 0.665
H 1.263 -3.088 0.331
H -3.299 -1.910 1.683
H -4.455 -3.246 1.743
H -4.970 -1.609 2.175
```


Model Q:
# C18H19N3O4

C18H19N3O4 in the gas phase (the ωB97M-V functional and the def2-TZVPD basis, the OMol25 dataset).

Output
**Structure (SMILES)**: O=C(O)CCCC(=O)Nc1ccc(C(=O)NCc2cccnc2)cc1
**LUMO**: 0.2 eV
**Gap between HOMO and LUMO**: 9.0 eV
**Spin multiplicity**: 1
**Highest occupied orbital energy**: -8.78 eV

XYZ file:
```
44
C18H19N3O4 | the OMol25 dataset | the ωB97M-V functional and the def2-TZVPD basis
O -6.108 -2.993 -0.247
C -5.220 -2.194 -0.332
O -4.062 -2.345 0.346
H -4.079 -3.172 0.854
C -5.249 -0.926 -1.145
C -6.017 0.173 -0.396
H -6.120 1.036 -1.055
H -7.016 -0.199 -0.161
C -5.335 0.626 0.901
C -4.024 1.343 0.604
O -3.976 2.529 0.371
N -2.947 0.506 0.605
C -1.608 0.801 0.353
C -1.135 2.097 0.158
C 0.209 2.306 -0.076
C 1.105 1.242 -0.142
C 0.630 -0.051 0.066
C -0.710 -0.267 0.313
H -1.072 -1.272 0.481
H 1.306 -0.894 0.070
C 2.542 1.547 -0.386
O 3.070 2.573 -0.002
N 3.213 0.607 -1.099
H 2.743 -0.236 -1.383
C 4.635 0.703 -1.356
C 5.407 -0.228 -0.460
C 5.419 -0.027 0.917
C 6.109 -0.919 1.720
C 6.760 -1.984 1.112
N 6.753 -2.185 -0.193
C 6.094 -1.330 -0.955
H 6.121 -1.536 -2.018
H 7.311 -2.710 1.694
H 6.142 -0.791 2.791
H 4.896 0.818 1.341
H 4.910 1.741 -1.145
H 4.833 0.479 -2.408
H 0.589 3.306 -0.214
H -1.820 2.926 0.196
H -3.133 -0.478 0.761
H -5.174 -0.222 1.568
H -5.989 1.343 1.399
H -4.233 -0.603 -1.369
H -5.774 -1.142 -2.076
```


Name the most stable of them. model Q.


Model P:
# C21H57N3O9

6 unconnected molecules or ions with the total composition C21H57N3O9 (the ωB97M-V functional and the def2-TZVPD basis, the OMol25 dataset).

Output
**Structure (SMILES)**: COCCNCCOC.COCCNCCOC.COCCNCCOC.CO.CO.CO
**LUMO**: 0.4 eV
**Gap between HOMO and LUMO**: 8.9 eV
**Spin multiplicity**: 1
**Highest occupied orbital energy**: -8.45 eV

XYZ file:
```
90
C21H57N3O9 | the OMol25 dataset | the ωB97M-V functional and the def2-TZVPD basis
C 3.312 3.084 -3.265
O 1.988 2.715 -3.629
C 0.963 3.287 -2.834
C -0.358 2.653 -3.155
N -0.538 1.294 -2.647
C 0.166 0.298 -3.458
C -0.283 -1.093 -3.071
O -1.564 -1.317 -3.621
C -2.044 -2.613 -3.332
H 3.512 2.643 -2.287
H 3.492 4.163 -3.238
H 3.930 2.673 -4.060
H 0.966 4.369 -3.015
H 1.194 3.175 -1.767
H -0.587 2.633 -4.232
H -1.121 3.348 -2.788
H -1.509 1.010 -2.558
H 1.239 0.389 -3.273
H 0.036 0.425 -4.541
H -0.289 -1.251 -1.981
H 0.443 -1.848 -3.403
H -1.369 -3.428 -3.611
H -2.966 -2.800 -3.885
H -2.314 -2.617 -2.266
C -3.328 -0.013 0.051
O -3.329 0.259 -1.327
C -4.484 0.924 -1.775
C -4.358 1.190 -3.254
N -4.219 -0.049 -3.996
C -4.587 0.091 -5.417
C -3.594 0.798 -6.330
O -2.611 -0.143 -6.727
C -1.985 0.134 -7.961
H -4.311 -0.421 0.317
H -3.161 0.911 0.629
H -2.505 -0.663 0.343
H -4.616 1.870 -1.235
H -5.366 0.287 -1.639
H -3.516 1.873 -3.476
H -5.179 1.851 -3.553
H -3.238 -0.342 -4.013
H -5.527 0.652 -5.439
H -4.747 -0.911 -5.820
H -3.175 1.701 -5.872
H -4.179 1.070 -7.220
H -2.727 0.324 -8.744
H -1.513 -0.809 -8.249
H -1.226 0.914 -7.886
C 1.613 -1.979 2.413
O 1.940 -3.082 3.213
C 3.273 -3.040 3.669
C 3.500 -4.306 4.493
N 2.920 -4.267 5.819
C 3.656 -3.388 6.756
C 2.790 -2.303 7.382
O 2.055 -2.768 8.467
C 1.360 -1.757 9.168
H 2.159 -1.981 1.457
H 1.817 -1.021 2.899
H 0.575 -2.032 2.088
H 3.444 -2.135 4.275
H 3.960 -2.933 2.815
H 4.528 -4.669 4.464
H 2.974 -5.093 3.939
H 1.958 -3.953 5.833
H 4.510 -2.892 6.294
H 3.968 -4.048 7.574
H 2.138 -1.921 6.570
H 3.383 -1.391 7.556
H 2.041 -1.025 9.603
H 0.818 -2.270 9.963
H 0.588 -1.336 8.515
C 0.330 1.160 0.775
O 1.177 1.047 -0.345
H -0.567 1.740 0.524
H -0.096 0.174 0.997
H 0.793 1.550 1.674
H 0.639 0.966 -1.166
C 3.233 3.152 1.720
O 3.605 2.784 0.413
H 3.998 3.812 2.134
H 2.295 3.723 1.752
H 3.127 2.302 2.407
H 2.862 2.288 0.037
C -0.128 1.617 4.920
O -0.543 0.689 3.922
H 0.890 1.911 4.690
H -0.795 2.473 5.026
H -0.139 1.067 5.867
H -1.469 0.444 3.939
```


Model Q:
# C21H57N3O9

6 unconnected molecules or ions with the total composition C21H57N3O9 (the ωB97M-V functional and the def2-TZVPD basis, the OMol25 dataset).

Output
**Structure (SMILES)**: COCCNCCOC.COCCNCCOC.COCCNCCOC.CO.CO.CO
**LUMO**: 0.7 eV
**Gap between HOMO and LUMO**: 9.3 eV
**Spin multiplicity**: 1
**Highest occupied orbital energy**: -8.62 eV

XYZ file:
```
90
C21H57N3O9 | the OMol25 dataset | the ωB97M-V functional and the def2-TZVPD basis
C 36.221 22.583 -11.328
O 35.761 21.731 -12.364
C 34.340 21.741 -12.534
C 33.657 23.083 -12.433
N 34.280 24.104 -13.232
C 33.489 25.310 -13.353
C 34.253 26.373 -14.128
O 33.494 27.557 -14.113
C 34.081 28.575 -14.885
H 37.279 22.375 -11.196
H 35.688 22.379 -10.388
H 36.086 23.635 -11.588
H 34.025 21.078 -11.715
H 34.186 21.259 -13.501
H 33.671 23.360 -11.370
H 32.582 22.973 -12.661
H 34.608 23.742 -14.117
H 33.200 25.713 -12.384
H 32.553 25.097 -13.905
H 34.459 26.058 -15.158
H 35.217 26.512 -13.615
H 33.670 29.531 -14.552
H 33.855 28.478 -15.949
H 35.158 28.621 -14.691
C 38.180 15.852 -7.403
O 37.175 16.377 -8.226
C 36.413 17.444 -7.673
C 34.955 17.272 -8.069
N 34.835 16.996 -9.495
C 33.488 16.634 -9.864
C 33.175 15.118 -9.694
O 34.294 14.314 -9.938
C 34.665 14.290 -11.311
H 38.989 15.464 -8.019
H 37.795 15.062 -6.746
H 38.629 16.616 -6.753
H 36.838 18.391 -8.026
H 36.501 17.435 -6.582
H 34.464 18.224 -7.854
H 34.545 16.456 -7.458
H 35.455 16.216 -9.694
H 33.327 16.894 -10.917
H 32.753 17.194 -9.286
H 32.344 14.850 -10.362
H 32.850 14.916 -8.671
H 35.750 14.370 -11.343
H 34.208 15.120 -11.850
H 34.352 13.359 -11.793
C 35.061 16.940 -19.313
O 33.871 16.912 -18.562
C 32.694 17.163 -19.332
C 32.530 18.634 -19.638
N 32.712 19.506 -18.494
C 31.666 19.459 -17.490
C 32.181 19.352 -16.077
O 32.963 20.446 -15.653
C 32.311 21.694 -15.717
H 34.963 16.418 -20.274
H 35.840 16.438 -18.741
H 35.401 17.965 -19.516
H 31.892 16.759 -18.717
H 32.750 16.572 -20.255
H 31.528 18.813 -20.050
H 33.187 18.980 -20.441
H 33.632 19.374 -18.097
H 30.960 18.631 -17.669
H 30.990 20.316 -17.640
H 32.799 18.461 -15.961
H 31.301 19.215 -15.420
H 33.024 22.353 -15.219
H 31.340 21.727 -15.215
H 32.219 22.030 -16.755
C 38.794 15.704 -11.320
O 38.782 16.938 -10.632
H 39.806 15.526 -11.682
H 38.514 14.830 -10.717
H 38.123 15.724 -12.186
H 37.989 17.000 -10.087
C 34.769 17.970 -13.297
O 35.796 17.210 -12.663
H 34.391 18.749 -12.632
H 35.167 18.486 -14.174
H 33.926 17.337 -13.582
H 35.911 17.553 -11.769
C 38.648 17.894 -14.600
O 37.785 16.783 -14.644
H 38.112 18.850 -14.673
H 39.235 17.924 -13.675
H 39.315 17.835 -15.459
H 37.001 16.936 -14.102
```


Name the most stable of them. model Q.